# 1
A molecular structure, C14H6Cl6CrO8, computed with ωB97M-V with the def2-TZVPD basis set.

```
35
Properties=species:S:1:pos:R:3:forces:R:3
Cr -0.724780 1.058664 0.337005 0.666 -2.561 -0.915
C 0.981720 -0.583186 -2.892065 2.815 -2.478 -1.739
C 2.188980 -1.500226 -2.918445 -3.775 -3.487 -3.507
C 3.349850 -1.219726 -1.815415 2.103 -1.661 1.778
O 4.333890 -1.970746 -1.756525 -1.867 1.440 -0.973
C 2.996460 -0.313906 -0.785915 0.637 -0.293 -1.732
C 1.871370 0.470424 -0.850015 -1.559 0.872 2.854
C 0.830100 0.382024 -1.979685 -2.045 1.836 1.570
O -0.294400 1.077854 -1.913885 2.454 -0.677 1.406
O 1.550990 1.124334 0.233095 -0.803 -0.306 -2.126
O 2.157060 -2.570956 -3.662925 0.992 5.368 3.665
H 0.220630 -0.743936 -3.641275 0.107 -0.248 0.028
H 3.640070 -0.276826 0.080565 -0.104 -0.045 -0.022
C 0.002200 -2.711176 1.755775 -3.214 4.026 -0.496
C -0.757890 -1.536476 1.352635 1.464 -3.044 -1.041
C -1.582720 -1.534376 0.005455 3.287 -4.059 -0.494
O -2.114460 -0.459226 -0.260045 -1.281 3.246 -0.413
C -1.318470 -2.610726 -0.925835 -2.491 4.170 2.247
C -0.472460 -3.613526 -0.571545 2.547 -3.607 -3.450
C 0.093560 -3.755646 0.853365 2.498 -3.765 2.106
O 0.769380 -4.759636 1.328545 -2.022 1.734 -2.728
O -0.066630 -4.329856 -1.578585 -0.338 0.927 3.365
O -0.659940 -0.389866 1.851125 -0.124 2.302 0.824
H 0.349190 -2.827206 2.771905 0.387 0.162 -0.178
H -1.598500 -2.474886 -1.960015 -0.131 -0.167 0.018
C -4.140510 2.813004 1.816975 -0.311 -1.399 0.444
Cl -3.079940 3.207234 3.154435 -0.038 0.248 0.014
Cl -5.034080 1.287784 2.202115 0.175 0.579 -0.084
Cl -3.198240 2.494154 0.344665 -0.735 0.470 -0.167
H -4.915250 3.571084 1.702185 0.518 0.023 -0.345
C 0.982360 4.569554 1.437005 0.734 -0.216 0.884
Cl 0.537980 6.184924 2.147135 0.166 -1.060 -0.708
Cl -0.426040 3.692954 0.821925 0.074 0.979 0.124
Cl 1.805270 3.574774 2.671975 -0.322 0.341 -0.236
H 1.723250 4.673344 0.644285 -0.464 0.351 0.027
```
Positions in Å, forces in eV/Å.

Values from the calculation:
- E_tot (eV) = -134547.8167
- charge = -1
- 2S+1 = 6


# 2
A molecular structure, C4H5NO2, computed with ωB97M-V with the def2-TZVPD basis set.

```
12
Properties=species:S:1:pos:R:3:forces:R:3
C -1.553840 -0.349587 -0.399962 -0.062 0.004 -0.029
C -0.138060 0.049255 -0.152441 -0.158 0.363 -0.151
C 0.436476 1.318988 -0.054746 -0.156 -0.160 0.046
O 1.650866 1.469384 0.228632 -0.063 -0.067 -0.044
C 1.403568 -0.620045 0.986183 0.411 -0.206 0.850
O 1.808071 -0.634090 2.069365 -0.408 0.068 -1.074
N 0.894767 -1.003130 -0.142547 0.200 0.075 0.266
H -1.686254 -0.850271 -1.369008 0.029 0.061 0.128
H -1.949973 -1.018354 0.373754 0.073 0.096 -0.098
H -2.178264 0.550472 -0.405427 0.099 -0.123 0.011
H -0.216932 2.196023 -0.196291 0.070 -0.110 0.032
H 1.529570 -1.108646 -0.937517 -0.035 0.000 0.063
```
Positions in Å, forces in eV/Å.

Values from the calculation:
- E_tot (eV) = -9811.4701
- charge = 0


# 3
A molecular structure, C5H11N, computed with ωB97M-V with the def2-TZVPD basis set.

```
17
Properties=species:S:1:pos:R:3:forces:R:3
C -0.222940 2.528320 0.002967 0.029 -0.099 0.104
C -0.414604 1.232965 -0.769224 0.121 0.089 -0.117
C -0.127025 -0.303438 0.325289 0.204 0.224 -0.062
C -1.246051 -1.329871 0.531212 0.020 0.051 0.157
N -0.085560 -1.486197 -0.417622 0.009 0.132 -0.048
C 1.033419 -2.348942 -0.059732 0.095 -0.123 0.083
H -1.054006 2.713352 0.690373 0.113 -0.053 -0.072
H 0.705418 2.504665 0.581435 -0.123 0.017 -0.050
H -0.164381 3.389102 -0.675395 -0.022 -0.279 0.049
H -1.337722 1.225215 -1.372541 0.164 -0.170 0.214
H 0.407451 0.975240 -1.434244 -0.131 -0.057 0.155
H 0.628871 0.078341 1.003482 -0.130 -0.023 -0.131
H -1.069699 0.367914 -0.000791 -0.206 0.009 0.011
H -1.023333 -1.772020 1.527035 0.059 0.086 -0.271
H 1.943732 -2.033812 -0.584889 -0.159 -0.031 0.068
H 0.792306 -3.368833 -0.374190 0.031 0.173 0.041
H 1.234124 -2.372001 1.026835 -0.076 0.053 -0.134
```
Positions in Å, forces in eV/Å.

Values from the calculation:
- E_tot (eV) = -6846.7122
- charge = 0


# 4
C4H7NO3 in the gas phase, computed with ωB97M-V with the def2-TZVPD basis set.

```
15
Properties=species:S:1:pos:R:3:forces:R:3
O 2.392391 0.843803 -0.158499 0.262 0.108 -1.025
C 1.848337 0.255046 -1.078019 -0.015 0.230 1.945
N 0.636983 -0.322617 -0.857023 -1.514 -0.431 -0.860
C -0.338214 0.216193 0.092952 1.398 0.778 0.397
C -1.323693 1.085228 -0.593781 -2.568 -0.152 -0.725
O -2.100042 1.813007 -0.025343 0.692 -0.091 0.153
C -0.847647 -0.849779 1.032025 1.729 -0.453 1.548
O 0.146254 -1.058257 2.054768 0.065 -0.470 0.887
H 2.271717 0.103577 -2.070623 0.194 -0.099 -0.175
H 0.163787 -0.811576 -1.614576 0.576 0.174 -0.034
H 0.180912 0.960071 0.718816 0.138 -0.422 0.017
H -1.487739 0.947395 -1.689260 0.616 0.078 0.019
H -0.935371 -1.843897 0.571370 -0.660 0.491 -0.331
H -1.665533 -0.563138 1.692289 -0.635 0.102 -0.987
H 1.057859 -0.775051 1.924905 -0.280 0.158 -0.830
```
Positions in Å, forces in eV/Å.

Values from the calculation:
- SMILES = O=CN[C@@H](C=O)CO
- E_tot (eV) = -11892.8584
- charge = 0